(1)
{
  "formula": "C54H100F18O27",
  "method": "ωB97M-V with the def2-TZVPD basis set",
  "orbital_gap_ev": 9.2,
  "homo_energy_ev": -8.7,
  "smiles": "CCOC(=O)C(F)(F)F.CCOC(=O)C(F)(F)F.CCOC(=O)C(F)(F)F.CCOC(=O)C(F)(F)F.CCOC(=O)C(F)(F)F.CCOC(=O)C(F)(F)F.COCCOCCOC.COCCOCCOC.COCCOCCOC.COCCOCCOC.COCCOCCOC",
  "lumo_energy_ev": 0.50,
  "symbols": ["C", "O", "C", "C", "O", "C", "C", "O", "C", "H", "H", "H", "H", "H", "H", "H", "H", "H", "H", "H", "H", "H", "H", "C", "O", "C", "C", "O", "C", "C", "O", "C", "H", "H", "H", "H", "H", "H", "H", "H", "H", "H", "H", "H", "H", "H", "C", "O", "C", "C", "O", "C", "C", "O", "C", "H", "H", "H", "H", "H", "H", "H", "H", "H", "H", "H", "H", "H", "H", "C", "O", "C", "C", "O", "C", "C", "O", "C", "H", "H", "H", "H", "H", "H", "H", "H", "H", "H", "H", "H", "H", "H", "C", "O", "C", "C", "O", "C", "C", "O", "C", "H", "H", "H", "H", "H", "H", "H", "H", "H", "H", "H", "H", "H", "H", "C", "C", "O", "C", "O", "C", "F", "F", "F", "H", "H", "H", "H", "H", "C", "C", "O", "C", "O", "C", "F", "F", "F", "H", "H", "H", "H", "H", "C", "C", "O", "C", "O", "C", "F", "F", "F", "H", "H", "H", "H", "H", "C", "C", "O", "C", "O", "C", "F", "F", "F", "H", "H", "H", "H", "H", "C", "C", "O", "C", "O", "C", "F", "F", "F", "H", "H", "H", "H", "H", "C", "C", "O", "C", "O", "C", "F", "F", "F", "H", "H", "H", "H", "H"],
  "xyz": [[3.13144, 5.70263, 8.95485], [3.13124, 6.17960, 7.62043], [4.29883, 6.89224, 7.33361], [4.12416, 7.75189, 6.04597], [3.80919, 6.90249, 4.93085], [3.75417, 7.64130, 3.71147], [3.83338, 6.64100, 2.51024], [3.25652, 5.35678, 2.59215], [3.61619, 4.44814, 1.55474], [3.06947, 6.66244, 9.46771], [4.03687, 5.14560, 9.19573], [2.23916, 5.12221, 9.18951], [5.13289, 6.21633, 7.14494], [4.50156, 7.48676, 8.22443], [5.16527, 8.05356, 5.93125], [3.48034, 8.62766, 6.12742], [4.55754, 8.35905, 3.54550], [2.80732, 8.17780, 3.65013], [4.85536, 6.41501, 2.20595], [3.46798, 7.16229, 1.62546], [3.21459, 4.82755, 0.61513], [3.18245, 3.45498, 1.67134], [4.69680, 4.46870, 1.41345], [-2.23562, -5.08869, -1.08984], [-2.26802, -6.53687, -1.03546], [-2.47632, -7.09454, 0.27701], [-2.60388, -8.59592, 0.18082], [-1.46164, -9.38273, -0.16564], [-0.94060, -9.14884, -1.42750], [0.18779, -10.05078, -1.75227], [1.39468, -9.77137, -1.10312], [2.30477, -10.82057, -1.27706], [-1.76871, -4.76316, -0.16026], [-3.26869, -4.74950, -1.16611], [-1.68782, -4.75732, -1.97200], [-3.41674, -6.67025, 0.62870], [-1.61304, -6.76973, 0.85781], [-3.44727, -8.83808, -0.46584], [-2.81701, -8.79730, 1.23064], [-0.49958, -8.19689, -1.72314], [-1.73107, -9.32299, -2.15752], [0.30671, -9.99724, -2.83444], [-0.22192, -11.02999, -1.50447], [2.20311, -11.68796, -1.92930], [2.27559, -11.49880, -0.42427], [3.25615, -10.28890, -1.29468], [-3.48911, -4.26428, -6.80681], [-2.60841, -5.32799, -7.22741], [-1.33419, -4.92438, -7.95421], [-0.19414, -4.81623, -6.91662], [-0.34068, -3.63929, -6.17098], [0.33454, -3.54270, -4.95934], [-0.50684, -2.81246, -3.95305], [-0.64209, -1.38813, -4.14036], [-1.30205, -0.98367, -5.34079], [-4.39440, -4.64034, -6.33023], [-3.65628, -3.65639, -7.69598], [-2.98901, -3.55540, -6.14690], [-1.47671, -4.03453, -8.56737], [-1.19184, -5.72930, -8.67529], [0.78457, -4.71555, -7.38574], [-0.21245, -5.78337, -6.41421], [1.20864, -2.90735, -5.10209], [0.65081, -4.48287, -4.50749], [-0.12754, -2.91809, -2.93665], [-1.47624, -3.30672, -3.88925], [-0.52205, -0.98561, -6.10217], [-1.66462, 0.04129, -5.26272], [-2.03252, -1.71324, -5.69044], [0.49864, 6.69697, 5.40973], [0.81074, 5.35116, 4.94099], [-0.09609, 5.08390, 3.93176], [0.24486, 3.71427, 3.25104], [0.86499, 2.72065, 4.15097], [0.88493, 1.39042, 3.65566], [1.27297, 0.34701, 4.72092], [2.56821, 0.55064, 5.25606], [3.16562, -0.62513, 5.93942], [0.28022, 7.43722, 4.64004], [1.32609, 7.08886, 6.00121], [-0.37257, 6.65387, 6.06337], [0.03768, 5.88789, 3.20802], [-1.11995, 5.01014, 4.29834], [0.72912, 3.95360, 2.30431], [-0.73696, 3.34865, 2.95025], [1.54125, 1.52087, 2.79524], [-0.14637, 1.14784, 3.39938], [1.15300, -0.65263, 4.30328], [0.50988, 0.23203, 5.49071], [2.88623, -0.59649, 6.99261], [4.24859, -0.67079, 6.05436], [3.03020, -1.57732, 5.42651], [1.32983, 0.26307, -2.89380], [2.19804, -0.01677, -3.99962], [3.22801, -0.81187, -3.47068], [4.01119, -1.50748, -4.62925], [5.23174, -2.02837, -4.20764], [6.06544, -2.47602, -5.27278], [5.77227, -3.83351, -5.91500], [6.49143, -4.24818, -7.09569], [7.84655, -4.71442, -6.90620], [0.36265, 0.64268, -3.22329], [1.86134, 1.00100, -2.29293], [1.09827, -0.52318, -2.17527], [2.75214, -1.69077, -3.03574], [3.86062, -0.34522, -2.71560], [4.15205, -0.93443, -5.54570], [3.39754, -2.34378, -4.96413], [7.08607, -2.53403, -4.89454], [6.08156, -1.72639, -6.06391], [4.72474, -4.00387, -6.16352], [5.96392, -4.63898, -5.20607], [7.81153, -5.57967, -6.24421], [8.45076, -3.92245, -6.46370], [8.10594, -4.95832, -7.93641], [-6.13728, 0.34626, -4.39177], [-5.38697, -0.72245, -3.56932], [-6.06255, -0.92052, -2.42535], [-5.38977, -1.40594, -1.25720], [-4.36175, -2.02914, -1.26005], [-6.14979, -1.22048, 0.07220], [-6.61735, 0.04571, 0.14519], [-7.15048, -2.07023, -0.03072], [-5.43081, -1.44865, 1.14128], [-5.80407, 0.52985, -5.41322], [-6.31366, 1.22548, -3.77212], [-7.13828, -0.00234, -4.64591], [-4.31733, -0.59389, -3.40365], [-5.38583, -1.68490, -4.08098], [-8.59512, 3.68478, 0.48741], [-7.26131, 2.85321, 0.30321], [-6.27559, 3.72829, -0.11014], [-5.07530, 3.31758, -0.61523], [-4.70364, 2.13060, -0.85206], [-4.08303, 4.54620, -0.72686], [-4.80435, 5.63150, -1.05917], [-3.49658, 4.67399, 0.49139], [-3.19860, 4.40184, -1.66279], [-9.29144, 3.08280, 1.07124], [-9.03007, 3.88001, -0.49280], [-8.50799, 4.62605, 1.03010], [-7.49743, 2.13154, -0.47881], [-7.03856, 2.22800, 1.16784], [-3.32136, -5.83449, 7.67707], [-4.02807, -5.02259, 6.52172], [-3.09207, -4.77954, 5.49716], [-3.51564, -4.08888, 4.41447], [-4.64939, -3.65921, 4.24470], [-2.44503, -3.81081, 3.38142], [-1.20260, -4.06729, 3.79180], [-2.65309, -4.52931, 2.28047], [-2.46352, -2.52044, 3.11251], [-2.39789, -5.42215, 8.08362], [-3.14772, -6.84460, 7.30609], [-3.95423, -6.00713, 8.54756], [-4.24678, -4.07983, 7.02319], [-4.94871, -5.44667, 6.12088], [-0.73179, 7.67724, -0.94385], [-0.57988, 7.44407, 0.53439], [-0.97130, 8.61984, 1.31138], [-0.07706, 9.61022, 1.56907], [1.14786, 9.45570, 1.38379], [-0.72068, 10.83878, 2.20847], [-0.65675, 10.75812, 3.57322], [-0.14707, 11.90752, 1.77234], [-2.01674, 10.86144, 1.84540], [0.06595, 8.23178, -1.43802], [-1.64932, 8.13755, -1.31041], [-0.62550, 6.71610, -1.44685], [0.45189, 7.28776, 0.84923], [-1.09250, 6.53037, 0.83516], [6.00940, 1.01953, -1.55690], [5.94322, 0.98332, -0.07215], [5.26695, -0.21558, 0.49208], [3.97496, -0.13402, 0.59305], [3.25536, 0.76009, 0.13016], [3.34344, -1.28358, 1.39004], [4.01357, -2.40391, 1.41791], [3.10038, -0.90883, 2.60024], [2.19541, -1.67044, 0.81456], [5.00387, 1.22342, -1.92490], [6.49570, 0.17140, -2.03887], [6.56287, 1.86336, -1.96886], [5.39111, 1.89880, 0.14039], [6.94067, 1.06199, 0.36029], [-1.14631, -1.44844, 0.16986], [-1.78682, -0.18665, -0.50680], [-0.99477, 0.91914, -0.91503], [-1.08717, 2.14917, -0.31529], [-1.69800, 2.34878, 0.73198], [-0.18231, 3.24215, -1.00880], [1.05738, 3.18436, -0.48052], [-0.11572, 3.04956, -2.34283], [-0.57690, 4.49735, -0.59347], [-1.02159, -1.22414, 1.22921], [-0.19540, -1.78201, -0.24558], [-1.72478, -2.35983, 0.01872], [-2.60118, 0.02578, 0.18586], [-2.36593, -0.54238, -1.35897]]
}

***

(2)
{
  "formula": "C6H16N2",
  "method": "ωB97M-V with the def2-TZVPD basis set",
  "orbital_gap_ev": [11.0, 5.2],
  "s2": 0.76,
  "homo_energy_ev": [-13.6, -13.0],
  "total_charge": 1,
  "lumo_energy_ev": [-2.68, -7.83],
  "spin_multiplicity": 2,
  "symbols": ["N", "C", "C", "C", "C", "N", "C", "C", "H", "H", "H", "H", "H", "H", "H", "H", "H", "H", "H", "H", "H", "H", "H", "H"],
  "xyz": [[-0.14781, 1.93936, 0.74775], [-0.06434, 0.82014, -0.23892], [-1.13449, 0.97530, -1.34959], [-0.93632, 2.36473, -1.97729], [-0.43806, -0.50320, 0.54577], [0.81864, -1.21045, 0.97739], [0.39494, -2.29986, 1.87461], [1.76468, -1.57924, -0.10542], [0.18723, 1.63901, 1.65512], [-1.06870, 2.36745, 0.79959], [0.97820, 0.86245, -0.55297], [-2.08950, 0.64655, -0.94913], [-0.80619, 0.19187, -2.02704], [-1.50236, 2.38665, -2.91602], [0.14934, 2.41604, -2.13068], [-1.22395, 3.18106, -1.31859], [-1.13309, -1.08672, -0.04449], [-0.85846, -0.29442, 1.54638], [-0.55045, -2.78206, 1.66487], [0.43486, -1.95265, 2.90890], [1.21030, -3.06507, 1.93626], [2.16819, -0.63945, -0.48963], [2.53014, -2.20062, 0.34224], [1.31719, -2.17686, -0.89912]]
}

***

In order of appearance, maximum force = 6.61; 5.18 eV/Å.
In order of appearance, energy = -5946.128736; -347.364775 a.u..
In order of appearance, relative energy (zero: lowest compared OMol25 entry of this formula, charge and spin) = 686.70; 135.47 kJ/mol.